Record 1
{
  "formula": "C34H50BrFIN3O6S2",
  "method": "ωB97M-V with the def2-TZVPD basis set",
  "symbols": ["C", "C", "C", "C", "C", "C", "C", "C", "C", "N", "C", "S", "O", "S", "O", "O", "C", "C", "C", "O", "I", "C", "F", "C", "C", "C", "Br", "C", "C", "C", "C", "N", "C", "C", "C", "C", "C", "N", "C", "C", "H", "H", "H", "H", "H", "H", "H", "H", "H", "H", "H", "H", "H", "H", "H", "H", "H", "H", "H", "H", "H", "H", "H", "H", "H", "H", "H", "H", "H", "H", "H", "H", "H", "H", "C", "C", "C", "O", "H", "H", "H", "H", "H", "H", "H", "H", "C", "C", "C", "O", "H", "H", "H", "H", "H", "H", "H", "H"],
  "coordinates": [[2.3572, -4.7131, -1.6353], [0.9376, -5.4432, -1.5676], [-0.0593, -4.9821, -2.7227], [-1.4462, -4.4344, -2.1572], [-1.6117, -2.8738, -2.4592], [-2.4399, -2.1064, -1.3610], [-1.5487, -1.1615, -0.4241], [-0.6718, -0.1793, -1.3369], [-0.2324, 1.1328, -0.6079], [-1.3259, 1.9670, -0.0462], [-2.4228, 1.8515, -0.5577], [-3.7194, 1.6769, -1.4996], [0.3446, 0.5075, 0.6335], [-0.0762, 1.4432, 1.9663], [0.3097, 0.7415, 3.2026], [1.0123, 2.7161, 1.7998], [2.2316, 2.2408, 1.1954], [3.3420, 3.2378, 1.7788], [4.7627, 2.6105, 1.8311], [5.0033, 1.4702, 2.0227], [6.4312, 4.0232, 1.5781], [2.2939, 2.0651, -0.3730], [3.1535, 3.1109, -0.8474], [3.1369, 0.7221, -0.6386], [4.2790, 0.8429, -1.7082], [5.7364, 1.0005, -1.1178], [6.2623, -0.6532, -0.1927], [0.9003, 2.0502, -1.2055], [1.4084, 1.8532, -2.6880], [1.8925, 2.9892, -3.5119], [2.3899, 2.8760, -4.8641], [2.4877, 1.6805, -5.5190], [2.1009, 0.6279, -4.7699], [1.5726, 0.6016, -3.4200], [0.2652, 3.5137, -1.3131], [-0.7679, 3.8512, -2.3166], [-1.3492, 5.1557, -2.4952], [-0.9731, 6.2148, -1.7177], [-0.0056, 5.9369, -0.8250], [0.6684, 4.6786, -0.5428], [2.4551, -4.0126, -2.4996], [2.5238, -4.1966, -0.6588], [3.1508, -5.5009, -1.7268], [1.1412, -6.5343, -1.7275], [0.4962, -5.2829, -0.5472], [0.4371, -4.1961, -3.3613], [-0.2293, -5.8612, -3.4052], [-1.5590, -4.6717, -1.0713], [-2.2401, -4.9709, -2.7413], [-0.5783, -2.4868, -2.6347], [-2.1919, -2.8014, -3.4183], [-2.8654, -2.8948, -0.6749], [-3.3203, -1.5361, -1.7481], [-0.8968, -1.8690, 0.1627], [-2.1570, -0.6198, 0.3392], [-1.1034, -0.0470, -2.3563], [0.2849, -0.7789, -1.3559], [2.4719, 1.2812, 1.7393], [3.2936, 4.2558, 1.3329], [3.0326, 3.3658, 2.8587], [3.5774, 0.2920, 0.2912], [2.3684, -0.0242, -0.9885], [4.3104, -0.1542, -2.2401], [4.0748, 1.5772, -2.5352], [6.4086, 1.0802, -2.0171], [5.8911, 1.9372, -0.5378], [1.9072, 4.0362, -3.1168], [2.7113, 3.7819, -5.4355], [2.2055, -0.3665, -5.2775], [1.3370, -0.3704, -2.9572], [-1.1326, 3.0384, -2.9981], [-2.1357, 5.3314, -3.2667], [0.3306, 6.8078, -0.2034], [1.4646, 4.6017, 0.2202], [-1.9324, -0.2710, 6.0939], [-1.2586, -1.4882, 6.7063], [0.0467, -1.1116, 7.3900], [-1.0007, -2.4518, 5.6864], [-1.2916, 0.1835, 5.3325], [-2.8621, -0.5577, 5.5969], [-2.1602, 0.4804, 6.8537], [-1.9304, -1.9556, 7.4299], [0.7518, -0.6827, 6.6717], [0.5255, -1.9962, 7.8154], [-0.1206, -0.3863, 8.1895], [-0.4070, -2.0477, 5.0408], [-6.0359, -0.4556, 2.0286], [-5.4574, -1.4116, 0.9971], [-6.4432, -2.5177, 0.6542], [-4.2534, -1.9867, 1.5032], [-6.2633, -0.9809, 2.9612], [-5.3141, 0.3269, 2.2733], [-6.9506, 0.0151, 1.6621], [-5.1949, -0.8594, 0.0911], [-6.6843, -3.1123, 1.5406], [-6.0111, -3.2023, -0.0791], [-7.3701, -2.1087, 0.2465], [-4.4766, -2.4754, 2.3051]],
  "forces_ev_per_a": [[-0.3, -0.8, 0.5], [0.6, 0.3, -0.9], [-0.1, -0.2, 0.6], [0.3, 0.2, -1.3], [-0.6, -0.7, 0.0], [0.3, -0.1, 1.3], [-0.4, -0.5, -0.8], [0.6, -0.9, 1.0], [0.7, -1.9, 1.7], [-1.3, -0.5, -2.1], [-0.8, -0.1, -1.7], [1.4, 0.4, 1.7], [0.0, 1.4, 0.5], [-0.1, -0.2, 2.6], [0.3, 0.2, -2.1], [-0.3, -1.3, -1.4], [1.7, 0.3, 1.6], [-0.7, -0.2, 0.4], [-0.7, 0.4, -0.2], [-0.2, 0.4, 0.0], [-0.4, -0.1, 0.1], [1.2, -1.1, 0.8], [-1.3, -0.5, 0.1], [-0.8, 0.0, -0.6], [0.3, -1.1, -0.2], [-0.6, 0.6, -1.9], [-0.1, 0.7, -0.1], [0.7, 2.9, -1.6], [1.1, -0.7, -3.4], [0.0, -0.2, 0.0], [-0.6, -1.0, 1.3], [-0.7, 0.4, 2.1], [-0.3, -0.9, 0.4], [0.3, 2.0, -0.1], [-0.8, 3.1, -0.1], [0.3, -0.3, 0.3], [1.2, -1.2, 1.1], [0.7, -1.8, -0.1], [0.9, -0.2, 0.9], [-1.5, -0.9, -1.8], [-0.1, -0.5, 0.8], [0.1, -0.1, -1.0], [-0.5, 0.9, 0.0], [-0.4, 0.9, 0.5], [0.3, -0.3, -1.0], [-0.5, -0.7, 0.7], [0.0, 0.9, 0.7], [0.1, 0.2, -0.9], [0.4, 0.4, 0.9], [-0.9, 0.1, 0.2], [0.8, 0.1, 0.7], [0.2, 0.9, -0.6], [0.8, -0.4, 0.0], [-0.3, 1.0, -0.6], [0.2, -0.5, -0.7], [0.4, 0.1, 0.8], [-0.8, 0.9, -0.7], [-0.2, 0.7, -1.1], [0.4, -0.9, 0.1], [0.5, -0.2, -1.0], [-0.4, 0.6, -0.6], [0.9, 0.6, 0.4], [-0.1, 1.0, 0.5], [0.3, -0.4, 1.1], [-0.5, -0.2, 1.0], [-0.1, -1.1, 0.0], [-0.2, -1.2, -0.2], [-0.3, -0.9, 0.7], [-0.1, 1.0, 0.5], [0.2, 0.7, -0.6], [0.4, 0.8, 0.7], [0.8, -0.2, 0.8], [-0.4, -0.8, -0.7], [-0.8, 0.4, -0.6], [-0.2, 0.1, 0.0], [0.4, 0.4, -0.4], [0.1, -0.1, 0.2], [-0.2, -0.3, 0.1], [0.1, 0.0, 0.1], [0.0, 0.0, 0.1], [0.0, 0.0, 0.0], [0.0, -0.2, -0.1], [-0.1, 0.1, 0.0], [-0.1, 0.0, 0.0], [0.0, 0.0, 0.0], [-0.1, 0.0, 0.1], [0.1, 0.3, 0.0], [-0.4, -0.3, 0.5], [0.0, -0.1, -0.3], [0.2, 0.1, -0.2], [-0.1, -0.1, -0.1], [0.0, 0.0, -0.1], [0.0, 0.0, 0.0], [0.2, -0.1, 0.1], [0.0, 0.1, 0.0], [0.0, 0.1, 0.0], [0.0, 0.0, 0.0], [0.1, 0.1, -0.1]]
}


Record 2
{
  "formula": "C7H11N",
  "method": "ωB97M-V with the def2-TZVPD basis set",
  "symbols": ["C", "C", "C", "N", "C", "C", "C", "C", "H", "H", "H", "H", "H", "H", "H", "H", "H", "H", "H"],
  "coordinates": [[1.7541, 0.4213, -1.3611], [0.8731, 0.0853, -0.4042], [0.5303, 0.7133, 0.8224], [0.9092, 1.9420, 1.2472], [0.3124, -0.4306, 1.5466], [-0.5089, -1.4518, 0.8336], [-0.4502, -0.8820, -0.5887], [-1.7275, -0.2051, -1.0602], [1.8634, -0.1742, -2.2597], [2.3722, 1.3084, -1.2742], [0.4903, 2.2425, 2.1186], [1.0072, 2.6314, 0.5108], [0.4715, -0.4679, 2.6191], [-1.5289, -1.5400, 1.2215], [-0.0279, -2.4348, 0.8934], [-0.1438, -1.6451, -1.3086], [-1.5592, 0.3403, -1.9944], [-2.5112, -0.9500, -1.2419], [-2.1264, 0.4968, -0.3202]],
  "forces_ev_per_a": [[-0.4, -0.1, 0.4], [-3.4, 0.5, -3.9], [1.4, -1.9, 1.6], [0.2, 0.5, 0.1], [-1.4, 1.4, 1.9], [0.8, -0.3, -0.3], [2.7, -0.3, -0.2], [0.2, 0.3, -0.1], [-0.1, 0.0, 0.1], [0.2, -0.2, 0.1], [0.2, 0.2, -0.4], [-0.1, 0.0, 0.4], [-0.2, 0.0, 0.2], [0.1, 0.0, 0.1], [-0.2, -0.1, -0.1], [-0.3, -0.1, 0.0], [0.0, -0.1, 0.1], [0.2, 0.0, 0.0], [0.2, 0.0, 0.0]],
  "e_above_lowest_ev": 2.394,
  "smiles": "C=C1C(N)=CC[C@H]1C"
}


Record 3
{
  "formula": "C3H7NO2",
  "method": "ωB97M-V with the def2-TZVPD basis set",
  "symbols": ["C", "C", "C", "N", "O", "O", "H", "H", "H", "H", "H", "H", "H"],
  "coordinates": [[-0.6641, -1.0586, -0.6199], [0.2499, -0.2627, 0.2891], [-0.4945, 0.9811, 0.8983], [1.4571, 0.3126, -0.4593], [2.1013, 0.9664, 0.2841], [1.5273, 0.1395, -1.6305], [-0.5176, -0.8883, -1.7087], [-0.3766, -2.1699, -0.5450], [-1.7341, -1.0196, -0.5182], [0.6807, -0.9221, 1.0467], [-0.7311, 1.6578, 0.0402], [0.0255, 1.6218, 1.6529], [-1.5237, 0.6418, 1.2704]],
  "forces_ev_per_a": [[1.1, -2.7, -1.6], [-1.3, 0.7, 0.4], [-1.2, 0.0, -0.4], [-3.5, -1.4, 1.5], [2.8, 1.6, 0.5], [1.2, 0.2, -1.7], [0.2, 0.4, 0.8], [-0.5, 1.5, 0.0], [-0.3, 0.4, 0.8], [0.0, 0.4, 0.0], [0.2, -0.4, 0.5], [-0.2, -1.1, -0.6], [1.6, 0.4, -0.2]],
  "e_above_lowest_ev": 4.145,
  "smiles": "CC(C)[N+](=O)[O-]"
}


Record 4
{
  "formula": "C34H53CaN6O5S6Si",
  "method": "ωB97M-V with the def2-TZVPD basis set",
  "symbols": ["Ca", "C", "N", "C", "C", "C", "N", "C", "C", "H", "H", "H", "H", "H", "H", "H", "H", "H", "H", "H", "H", "H", "H", "H", "H", "O", "C", "C", "C", "C", "C", "C", "C", "O", "N", "N", "C", "S", "C", "C", "S", "H", "H", "H", "H", "H", "H", "H", "H", "H", "C", "Si", "C", "C", "O", "H", "H", "H", "H", "H", "H", "H", "H", "H", "C", "S", "C", "O", "H", "H", "H", "H", "H", "H", "O", "C", "C", "C", "C", "C", "S", "C", "C", "C", "C", "S", "C", "C", "C", "C", "S", "H", "H", "H", "H", "H", "H", "H", "H", "H", "N", "N", "H", "H", "H", "H"],
  "coordinates": [[0.3923, -0.4924, -0.2588], [-2.1213, 2.5229, 1.4222], [-2.1189, 1.8930, 2.7243], [-3.4381, 1.8665, 3.3160], [-1.1840, 2.5205, 3.6282], [0.2523, 2.6092, 3.1347], [0.8541, 1.3646, 2.6808], [2.2317, 1.6189, 2.2951], [0.7811, 0.3369, 3.6983], [-2.3011, 3.6136, 1.4835], [-2.8942, 2.0827, 0.7959], [-1.1654, 2.3640, 0.9232], [-3.8013, 2.8776, 3.5797], [-3.4272, 1.2607, 4.2244], [-4.1491, 1.4182, 2.6251], [-1.2226, 1.9805, 4.5787], [-1.4934, 3.5632, 3.8536], [0.8380, 3.0264, 3.9799], [0.3362, 3.3320, 2.3194], [2.8489, 1.9514, 3.1510], [2.2690, 2.3826, 1.5192], [2.6868, 0.7167, 1.8827], [1.1385, 0.6954, 4.6826], [1.4135, -0.4993, 3.4022], [-0.2385, -0.0337, 3.8031], [-2.0635, -1.9282, 3.3827], [-3.3034, -1.8519, 2.8647], [-4.3614, -2.3074, 3.6546], [-5.6597, -2.2212, 3.1934], [-5.9299, -1.6855, 1.9373], [-4.8808, -1.2441, 1.1525], [-3.5591, -1.3220, 1.5872], [-2.4283, -0.8165, 0.7497], [-1.2490, -0.9763, 1.2247], [-2.7755, -0.3052, -0.3991], [-1.7378, 0.0626, -1.3033], [-2.2138, 0.9084, -2.1216], [-1.2857, 1.4330, -3.5207], [-2.7113, 2.1302, -4.3795], [-3.5893, 2.7722, -3.3240], [-3.8468, 1.5559, -2.0088], [-1.4712, -1.5940, 2.6505], [-4.1294, -2.7203, 4.6262], [-6.4714, -2.5772, 3.8163], [-6.9474, -1.6133, 1.5776], [-5.0646, -0.8233, 0.1727], [-3.2514, 1.3384, -4.9002], [-2.3345, 2.8547, -5.1012], [-4.5630, 3.0584, -3.7209], [-3.0934, 3.6539, -2.9131], [1.4870, -3.4048, -3.4580], [1.4885, -3.7288, -1.6003], [3.1835, -4.4720, -1.2328], [0.2151, -5.0744, -1.3399], [1.2375, -2.3908, -0.7208], [1.4686, -4.3665, -3.9772], [2.3755, -2.8607, -3.7779], [0.6115, -2.8388, -3.7826], [3.4767, -5.1605, -2.0283], [3.1900, -5.0301, -0.2950], [3.9442, -3.6903, -1.1699], [0.6225, -6.0234, -1.6985], [-0.6913, -4.8702, -1.9129], [-0.0453, -5.1785, -0.2871], [2.9575, -3.0946, 2.1054], [1.1922, -3.1289, 2.3665], [1.1958, -3.2841, 4.1508], [0.7177, -4.4637, 1.8819], [3.3557, -4.0633, 2.4083], [3.4001, -2.2871, 2.6886], [3.1192, -2.9274, 1.0433], [1.7347, -2.4690, 4.6284], [1.6532, -4.2468, 4.3826], [0.1545, -3.2784, 4.4665], [1.4522, 1.1836, -0.9783], [2.2904, 2.0240, -1.6522], [3.4385, 2.4724, -0.7466], [4.3485, 1.6428, -0.1599], [5.2633, 2.3258, 0.6814], [5.0302, 3.6707, 0.7104], [3.7059, 4.0950, -0.2767], [2.9159, 1.3507, -2.8678], [4.1516, 1.5202, -3.4243], [4.3456, 0.7333, -4.5918], [3.2496, -0.0202, -4.8889], [1.9973, 0.2160, -3.7581], [1.5018, 3.2466, -2.0992], [1.6041, 4.0059, -3.2253], [0.6618, 5.0729, -3.2555], [-0.1211, 5.0966, -2.1396], [0.2648, 3.8261, -1.0676], [4.3454, 0.5756, -0.3286], [6.0527, 1.8449, 1.2394], [5.5672, 4.4222, 1.2624], [4.8975, 2.1796, -3.0063], [5.2585, 0.7145, -5.1682], [3.1275, -0.7294, -5.6890], [2.3171, 3.7901, -4.0062], [0.5716, 5.7812, -4.0657], [-0.9071, 5.7935, -1.9031], [-3.5881, -2.5453, -2.5958], [-2.2520, -2.7250, -3.0964], [-3.5883, -1.9000, -1.8049], [-3.9008, -3.4484, -2.2609], [-1.5702, -2.7108, -2.3356], [-2.0414, -1.9257, -3.6847]],
  "forces_ev_per_a": [[0.4, -0.2, 0.2], [0.0, 0.0, -0.1], [0.0, -0.1, 0.0], [0.0, 0.0, 0.0], [0.0, 0.0, 0.1], [0.1, 0.0, 0.0], [0.0, 0.0, -0.1], [0.0, 0.0, 0.1], [0.0, -0.1, 0.1], [0.0, 0.0, 0.0], [0.0, 0.0, 0.0], [0.0, 0.0, 0.0], [0.0, 0.0, 0.0], [0.0, 0.0, 0.0], [0.0, -0.1, -0.1], [0.0, 0.0, 0.0], [0.0, 0.0, 0.0], [0.0, 0.0, -0.1], [-0.1, 0.0, 0.0], [0.0, 0.0, 0.0], [0.0, 0.0, 0.1], [-0.1, 0.0, 0.0], [0.0, 0.0, 0.0], [0.0, 0.0, 0.0], [0.0, 0.0, 0.0], [0.0, -0.1, 0.0], [0.0, 0.0, 0.1], [0.0, 0.1, -0.1], [0.0, 0.0, 0.0], [0.0, 0.0, 0.0], [0.0, 0.0, -0.1], [0.0, 0.2, 0.2], [-0.2, -0.4, 0.1], [0.0, 0.2, -0.3], [0.0, 0.1, -0.3], [-0.9, -0.2, 1.1], [0.3, 0.2, -0.7], [0.1, 0.0, 0.1], [-0.1, 0.0, 0.0], [0.1, 0.1, -0.1], [-0.1, -0.1, 0.2], [0.0, 0.0, 0.0], [0.0, 0.0, 0.1], [0.0, 0.0, 0.0], [0.0, 0.0, 0.0], [0.0, 0.0, 0.0], [0.0, 0.0, 0.0], [0.0, 0.0, 0.0], [0.0, 0.0, 0.0], [0.0, 0.0, 0.0], [0.0, 0.0, 0.0], [0.0, 0.5, 0.3], [0.0, -0.1, 0.0], [-0.1, 0.0, 0.0], [0.1, -0.6, -0.4], [0.0, 0.0, -0.1], [0.1, 0.1, 0.0], [-0.1, 0.0, 0.0], [0.0, -0.1, 0.0], [0.0, 0.0, 0.1], [0.0, 0.0, 0.0], [0.0, -0.1, 0.0], [-0.1, 0.0, 0.0], [0.0, 0.0, 0.0], [0.2, -0.1, 0.1], [-0.6, -0.3, -0.6], [0.1, -0.2, 0.2], [0.2, 0.4, 0.2], [0.1, 0.0, 0.0], [0.0, 0.0, 0.0], [-0.1, 0.0, 0.0], [0.0, 0.1, 0.0], [0.0, 0.0, 0.1], [0.0, 0.0, 0.0], [0.3, 0.3, -0.2], [0.0, 0.1, 0.1], [0.2, -0.2, 0.0], [0.0, 0.1, 0.0], [-0.1, 0.1, 0.0], [0.1, -0.1, 0.1], [0.0, 0.1, -0.1], [0.1, 0.1, -0.1], [-0.1, 0.1, 0.0], [-0.1, 0.0, 0.0], [0.1, 0.0, 0.0], [-0.1, 0.0, 0.1], [0.1, 0.1, -0.2], [-0.1, 0.0, 0.1], [0.0, 0.0, 0.1], [0.0, 0.1, -0.1], [-0.1, -0.1, 0.1], [0.0, 0.0, 0.0], [0.0, 0.0, 0.0], [0.0, 0.1, 0.0], [0.0, 0.0, 0.0], [0.0, 0.0, 0.0], [0.0, -0.1, -0.1], [0.0, 0.0, -0.1], [0.0, 0.0, 0.0], [-0.1, 0.0, 0.0], [0.1, 0.1, 0.0], [0.1, 0.0, 0.1], [0.0, -0.1, 0.0], [0.0, 0.0, 0.0], [-0.1, 0.0, -0.1], [0.0, -0.1, 0.0]],
  "e_above_lowest_ev": 0.924,
  "charge": -1
}


Number 1: LUMO energy -0.676 eV. Number 2: LUMO energy 1.022 eV. Number 3: LUMO energy 0.739 eV. Number 4: LUMO energy 2.093 eV.